1.
Computed, not measured: C53H40InN11S2 as an isolated structure, with wB97M-V/def2-TZVPD.

Geometry as XYZ:
```
107
Properties=species:S:1:pos:R:3:forces:R:3:lowdin_charge:R:1
In 0.558626 -0.316107 0.361982 0.046 -0.023 -0.057 0.883
C -3.836520 -1.873617 3.821338 -0.012 -0.031 -0.027 -0.072
C -3.517201 -2.804998 2.841994 -0.018 0.017 0.027 -0.058
C -2.269177 -2.785818 2.239283 0.031 0.022 -0.033 -0.029
C -1.319517 -1.827681 2.597943 -0.013 -0.002 0.013 -0.297
C -1.634715 -0.926170 3.609341 -0.023 -0.008 0.010 -0.039
C -2.885538 -0.944605 4.211918 0.040 0.028 0.014 -0.064
N -0.051691 -1.780614 1.943008 0.010 -0.074 -0.040 -0.013
C 0.845351 -2.733383 2.221400 0.007 0.060 0.053 -0.247
C 0.729011 -3.644401 3.316768 -0.011 -0.010 0.004 0.004
C 1.717236 -4.544118 3.585361 -0.012 -0.002 0.009 -0.042
C 2.890384 -4.641581 2.792373 0.012 0.006 -0.014 -0.068
C 3.032453 -3.819822 1.719842 0.000 -0.022 0.022 -0.020
C 2.029276 -2.862268 1.420646 0.006 0.017 -0.028 -0.235
N 2.051342 -2.098975 0.288282 -0.027 0.008 0.033 -0.015
N 2.970101 -2.247667 -0.558277 0.005 -0.003 -0.004 0.117
C 2.724086 -1.598883 -1.789330 -0.003 -0.007 0.010 -0.320
C 3.693047 -1.735339 -2.774239 -0.010 0.002 -0.016 0.017
C 3.414089 -1.249655 -4.039858 -0.002 0.001 0.011 -0.025
C 2.179222 -0.663450 -4.275745 0.011 -0.008 -0.012 -0.034
C 1.294190 -0.542959 -3.217523 -0.005 -0.002 0.005 -0.126
N 1.559997 -0.982410 -1.990200 0.012 0.018 0.024 0.086
H -4.810476 -1.888484 4.291223 -0.001 0.001 0.001 0.110
H -4.237893 -3.558609 2.551932 -0.003 0.000 0.004 0.112
H -2.020910 -3.544576 1.507077 0.002 0.010 0.000 0.099
H -0.886557 -0.219819 3.943584 0.014 0.031 -0.004 0.105
H -3.110987 -0.234963 4.997680 -0.002 -0.003 0.001 0.111
H -0.150521 -3.595412 3.943132 0.001 -0.005 0.002 0.119
H 1.604318 -5.206151 4.434678 -0.007 0.000 0.001 0.118
H 3.647327 -5.372821 3.036503 0.005 0.002 -0.006 0.111
H 3.892354 -3.882131 1.067273 0.002 -0.003 0.002 0.112
H 4.616070 -2.246413 -2.539718 0.001 0.000 0.002 0.122
H 4.138855 -1.348780 -4.836698 0.001 0.000 0.000 0.122
H 1.905647 -0.299262 -5.255689 0.000 0.000 -0.002 0.118
H 0.327937 -0.071633 -3.362518 -0.001 0.008 -0.002 0.111
C 3.530215 0.104205 1.951831 -0.023 -0.017 -0.008 -0.108
N 2.147982 0.204539 2.388798 -0.033 0.039 0.024 -0.065
C 1.832801 1.519026 2.945739 0.021 -0.011 -0.007 -0.089
C 0.404511 1.868222 2.682241 -0.011 0.047 0.064 -0.293
N -0.354786 1.234371 1.827719 0.045 -0.024 -0.071 0.095
C -1.608243 1.846399 1.890297 -0.031 -0.001 0.027 -0.218
C -2.810676 1.522326 1.266420 -0.009 -0.007 0.003 -0.003
C -3.903477 2.316269 1.546033 -0.004 -0.010 0.005 -0.051
C -3.818520 3.397877 2.437795 0.007 0.005 -0.004 -0.057
C -2.643408 3.702923 3.094180 -0.014 -0.009 -0.007 0.008
C -1.548420 2.898511 2.802073 0.018 -0.009 0.007 -0.165
N -0.247988 2.879092 3.294753 0.007 -0.042 0.006 0.201
C 3.618065 0.780250 0.621297 -0.082 0.028 -0.058 -0.304
N 2.577497 1.020412 -0.150576 0.076 0.018 0.078 0.130
C 3.103804 1.682382 -1.277116 -0.018 -0.029 -0.009 -0.195
C 2.497571 2.198846 -2.423454 0.017 0.001 0.000 -0.040
C 3.299612 2.828114 -3.354916 -0.011 -0.007 0.009 -0.060
C 4.684481 2.946691 -3.177009 -0.004 0.003 -0.011 -0.059
C 5.304939 2.437406 -2.055227 0.009 0.001 0.015 0.006
C 4.486161 1.813149 -1.123290 -0.017 0.035 -0.021 -0.172
N 4.773487 1.227777 0.099513 0.026 -0.034 0.018 0.201
H 3.801590 -0.948444 1.857945 0.011 -0.006 -0.011 0.125
H 4.239236 0.563942 2.649938 0.005 -0.007 -0.002 0.143
H 1.908261 -0.537465 3.036365 0.000 -0.001 -0.006 0.125
H 2.465257 2.268172 2.461638 0.008 -0.011 -0.001 0.140
H 2.039838 1.573056 4.019369 -0.006 0.016 -0.003 0.147
H -2.898730 0.655878 0.624067 0.009 0.002 -0.005 0.114
H -4.856255 2.090043 1.086490 0.000 0.001 0.000 0.114
H -4.701034 3.992433 2.629770 -0.001 -0.001 0.004 0.115
H -2.585756 4.517757 3.802804 0.000 0.003 0.000 0.121
H 0.132554 3.484823 4.003319 0.003 0.005 -0.006 0.179
H 1.437627 2.105063 -2.596869 0.006 0.003 -0.002 0.092
H 2.848656 3.236506 -4.249614 -0.001 0.000 0.001 0.116
H 5.275577 3.446809 -3.931691 0.001 0.001 0.000 0.115
H 6.372799 2.526481 -1.908208 0.002 -0.003 0.000 0.122
H 5.680811 1.148005 0.529258 0.002 0.005 -0.002 0.181
S -1.363006 -5.715206 -0.908803 0.012 -0.015 -0.029 1.065
C -2.384189 -7.075147 -1.043973 0.000 0.014 0.009 -0.384
C -3.623447 -6.737528 -1.494306 -0.013 -0.001 0.010 -0.157
C -3.750884 -5.347223 -1.734426 0.017 -0.016 -0.037 -0.103
C -2.601040 -4.654136 -1.470360 -0.021 0.003 0.025 -0.492
C -2.377382 -3.214863 -1.589895 0.002 0.003 0.006 -0.169
C -1.349149 -2.598384 -0.849815 0.015 0.005 -0.005 -0.077
N -1.119076 -1.306946 -0.873029 -0.026 -0.008 -0.013 0.072
C -1.866358 -0.514275 -1.663214 0.008 0.000 0.007 -0.171
C -2.923918 -1.013521 -2.426502 0.001 -0.021 0.001 -0.110
C -3.712980 -0.095413 -3.203519 0.006 0.027 -0.011 0.012
C -3.454464 1.229621 -3.187013 -0.009 -0.024 -0.003 0.010
C -2.365530 1.763996 -2.413804 0.005 0.027 -0.007 -0.115
C -2.062666 3.132144 -2.345463 0.016 -0.013 0.033 0.074
C -1.008336 3.572120 -1.568585 0.004 0.035 0.001 -0.179
C -0.253562 2.599896 -0.890528 0.011 0.026 -0.035 -0.083
N -0.495027 1.308413 -0.967860 -0.065 0.012 -0.001 0.069
C -1.555243 0.886789 -1.686281 0.012 -0.015 -0.011 -0.183
C -0.637972 4.982379 -1.429689 -0.001 -0.042 -0.020 -0.505
C 0.626193 5.499174 -1.337911 -0.041 -0.004 0.019 -0.114
C 0.628833 6.912836 -1.224853 0.033 -0.001 -0.006 -0.164
C -0.628387 7.435354 -1.230130 -0.024 -0.023 0.002 -0.388
S -1.823336 6.224521 -1.370116 0.010 0.031 -0.006 1.075
C -3.162093 -2.396145 -2.379108 -0.004 0.003 0.019 0.087
H -2.013405 -8.054928 -0.790555 0.001 -0.002 0.005 0.078
H -4.417414 -7.452990 -1.645037 0.000 -0.002 0.000 0.114
H -4.666361 -4.883069 -2.073040 0.000 0.004 -0.001 0.118
H -0.705341 -3.183403 -0.203004 -0.010 -0.005 0.007 0.089
H -4.530466 -0.488950 -3.793699 -0.002 0.002 -0.001 0.128
H -4.063120 1.916649 -3.760620 -0.005 -0.002 0.000 0.128
H -2.657722 3.843754 -2.906218 -0.010 -0.009 -0.004 0.132
H 0.581045 2.906195 -0.269792 0.000 -0.025 0.020 0.126
H 1.519095 4.889415 -1.389540 0.016 0.020 -0.001 0.106
H 1.521830 7.515545 -1.155552 0.001 0.000 0.002 0.111
H -0.916497 8.471407 -1.156668 -0.003 0.003 0.000 0.077
H -3.963879 -2.816354 -2.973536 0.000 -0.001 -0.004 0.137
```
Positions in Å, forces in eV/Å.

Relative energy (zero: lowest compared OMol25 entry of this formula, charge and spin) in kcal per mole: 0.0
LUMO level in eV: -5.64
E in hartree: -3632.23064
Orbital gap in eV: 6.200
Charge: +2

***

2.
Computed, not measured: C37H37N3P2Pd as an isolated structure in a non-equilibrium geometry, with wB97M-V/def2-TZVPD.

Geometry as XYZ:
```
80
Properties=species:S:1:pos:R:3:forces:R:3:lowdin_spin:R:1
Pd -0.826247 1.763298 -4.744672 -0.356 -0.007 4.312 0.594
C -2.342219 1.490114 -6.087564 -1.061 -1.237 0.211 0.064
C -1.941159 0.222580 -5.618054 -1.051 0.384 -1.641 0.096
C -1.049346 -0.661158 -6.442158 0.893 -0.342 -0.094 0.010
C 0.271594 0.005355 -6.967382 0.089 -0.568 0.552 0.007
C 0.708130 1.089644 -6.031484 0.804 1.083 -0.386 0.081
C 0.386196 2.458634 -6.163081 2.006 -0.644 -0.979 0.077
C -0.591477 3.035885 -7.154969 -0.500 -0.120 0.034 0.007
C -1.887358 2.161453 -7.341653 -0.002 0.685 -0.570 0.005
C 1.624385 -0.081142 -0.190975 0.479 -0.404 -0.162 0.007
H -3.237710 1.901050 -5.624735 0.064 0.091 0.119 0.007
H -2.527523 -0.234598 -4.816388 0.148 0.106 -0.284 0.009
H -1.586616 -1.086520 -7.296118 -0.138 0.006 0.193 0.002
H -0.729292 -1.484737 -5.805128 -0.156 -0.191 -0.043 0.000
H 1.085835 -0.748772 -6.893905 -0.664 0.299 -0.502 0.000
H 0.219211 0.374540 -8.000483 -0.135 -0.154 0.344 0.000
H 1.511723 0.811940 -5.325076 -0.309 0.379 -0.381 0.010
H 1.089257 3.096385 -5.605523 -0.442 0.280 -0.359 0.014
H -0.132101 3.310276 -8.111915 -0.062 -0.179 0.120 0.000
H -0.963810 3.961954 -6.707635 0.256 0.134 -0.160 0.000
H -2.672970 2.874255 -7.582762 -0.017 0.031 -0.241 0.000
H -1.881209 1.465836 -8.178608 0.431 -0.109 -0.016 0.001
H 0.676326 0.370507 -0.473218 0.107 0.130 0.076 0.003
H 2.166909 0.510239 0.544829 0.038 0.075 -0.120 0.000
H 1.382303 -1.061008 0.251145 0.173 0.253 -0.245 0.001
P -1.586897 -0.964936 -2.034021 0.440 -1.440 0.019 0.443
P 2.555815 -0.347878 -1.726979 -0.148 0.758 -0.161 0.090
C 0.063441 -1.610893 -2.460070 -1.889 -0.035 0.492 0.419
C 1.325268 -1.137788 -2.778916 1.372 1.052 -0.384 0.542
C -2.575267 -2.439925 -1.958573 -1.022 -1.284 0.473 0.034
C -2.844541 -3.474716 -2.895965 0.098 0.258 0.537 0.008
C -3.594907 -4.594212 -2.498686 -0.137 0.006 0.314 0.000
C -4.115008 -4.675166 -1.198433 0.330 0.454 0.204 0.004
C -3.913414 -3.625145 -0.288450 -0.019 -0.145 -0.257 0.001
C -3.174139 -2.517459 -0.677443 0.162 -0.300 -0.524 0.021
C -2.926590 0.279528 -2.308836 -0.387 1.579 -0.220 0.096
C -2.641933 1.653128 -2.039199 0.288 -0.171 -0.528 0.039
C -3.597356 2.665168 -2.179167 -0.380 0.019 -0.212 0.003
C -4.906789 2.333874 -2.551086 0.112 -0.249 -0.340 0.036
C -5.266695 0.982875 -2.651311 0.281 0.232 0.245 0.003
C -4.305014 -0.022862 -2.478971 0.200 -0.353 -0.252 0.042
C 4.094489 -1.282099 -1.458775 -0.306 -0.592 -0.416 0.024
C 3.875139 -2.611794 -1.071171 -0.006 0.077 0.059 0.007
C 4.936235 -3.422117 -0.690818 0.157 0.075 -0.087 0.000
C 6.243003 -2.935720 -0.763819 -0.184 0.324 -0.060 0.002
C 6.475544 -1.664435 -1.296130 -0.150 0.110 -0.118 0.002
C 5.412881 -0.832290 -1.651010 -0.451 0.143 0.009 0.005
C 3.034666 1.243152 -2.493171 -0.789 0.053 -0.756 0.020
C 2.443632 2.458518 -2.104336 0.378 -0.161 -0.055 0.009
C 2.869043 3.659825 -2.680233 -0.195 -0.189 0.007 0.001
C 3.795146 3.647482 -3.720751 0.008 0.060 0.139 0.005
C 4.228437 2.430362 -4.246134 -0.153 0.008 -0.022 0.001
C 3.817491 1.231668 -3.667385 0.067 -0.013 0.287 0.005
H 0.035163 -2.707117 -2.514549 -0.913 0.222 -0.508 0.039
H 1.656632 -1.372643 -3.778167 0.694 -0.250 -0.251 0.035
H -2.501177 -3.411842 -3.930901 0.133 -0.002 0.368 0.000
H -3.785961 -5.442536 -3.174125 0.184 0.676 0.180 0.000
H -4.669621 -5.549217 -0.863072 0.104 0.133 -0.246 0.000
H -4.301930 -3.664898 0.730222 -0.030 -0.106 -0.364 0.000
H -3.041111 -1.668419 -0.007658 -0.016 -0.324 0.088 0.005
H -1.667591 1.900173 -1.622837 -0.023 0.113 -0.358 0.004
H -3.370272 3.725859 -1.996758 0.149 -0.651 -0.021 -0.001
H -5.641880 3.112560 -2.788310 0.318 -0.323 0.375 0.002
H -6.317096 0.723275 -2.841295 0.595 -0.017 0.107 0.000
H -4.649449 -1.057535 -2.444895 0.214 0.238 -0.362 0.002
H 2.860390 -3.006049 -1.116725 0.157 -0.040 0.315 0.002
H 4.753630 -4.437459 -0.360791 -0.010 0.069 -0.010 0.000
H 7.080945 -3.541892 -0.422131 -0.225 0.084 -0.199 0.000
H 7.490709 -1.313030 -1.465461 -0.178 -0.084 0.147 0.000
H 5.580469 0.142344 -2.114304 0.141 -0.260 0.410 0.000
H 1.627871 2.459023 -1.387986 0.345 0.100 0.297 0.000
H 2.469820 4.604525 -2.313983 0.056 -0.223 -0.106 0.000
H 4.156179 4.591947 -4.132922 -0.115 -0.334 0.071 0.000
H 4.884991 2.424395 -5.112591 -0.134 -0.076 0.133 0.000
H 4.081991 0.287947 -4.149985 0.240 0.199 0.348 0.000
N -1.378097 0.429356 0.148781 -0.434 1.037 2.785 0.314
C -1.761289 0.638586 1.247149 0.832 -0.746 -1.401 0.024
N -2.254179 0.916326 2.403312 -0.401 0.145 1.148 0.321
C -1.944141 0.439085 3.573557 0.353 -0.154 -0.347 0.038
N -1.676105 0.058583 4.657273 -0.306 0.315 -0.769 0.357
```
Positions in Å, forces in eV/Å.

LUMO level (spin up / spin down) in eV: -5.56 / -8.58
Expectation value of S²: 6.0533
Multiplicity: 5
E in hartree: -2406.08606
Orbital gap (spin up / spin down) in eV: 5.948 / 4.744
Charge: +2

***

- The highest E belongs to which entry?
  C37H37N3P2Pd

***

- Which of these has the lowest E?
  C53H40InN11S2